C40H48BClN9O2S3Sn as an isolated structure at a distorted geometry. Source: the Open Molecules 2025 dataset; level of theory: ωB97M-V/def2-TZVPD.

Structure (XYZ):
```
105
Properties=species:S:1:pos:R:3:nbo_charge:R:1
Sn 0.29 0.41 -0.16 1.26
O 2.23 0.15 2.53 -0.26
C 2.29 -1.15 2.88 0.36
C 3.08 -2.14 2.33 -0.25
C 2.91 -3.42 2.83 -0.16
C 2.00 -3.70 3.86 -0.21
C 1.25 -2.70 4.45 -0.16
C 1.40 -1.40 3.95 -0.18
C 0.80 -0.16 4.22 0.05
N 1.27 0.74 3.38 0.21
N 0.91 1.97 3.29 -0.41
C 0.96 2.60 2.12 0.62
O 1.45 2.10 1.08 -0.75
C 0.28 3.90 2.07 -0.10
C 0.13 4.50 0.82 -0.19
C -0.57 5.69 0.70 -0.22
C -1.10 6.29 1.83 -0.17
C -0.95 5.70 3.08 -0.22
C -0.27 4.50 3.20 -0.18
H 3.76 -1.93 1.53 0.25
H 3.48 -4.23 2.41 0.23
H 1.88 -4.72 4.19 0.23
H 0.57 -2.91 5.26 0.23
H 0.06 0.12 4.94 0.26
H 0.57 4.03 -0.04 0.23
H -0.70 6.15 -0.27 0.22
H -1.63 7.23 1.74 0.22
H -1.36 6.19 3.95 0.22
H -0.15 4.03 4.16 0.23
C 4.71 -4.03 -3.22 -0.61
C 4.20 -2.59 -3.09 0.15
C 4.76 -1.67 -4.18 -0.61
C 4.63 -2.04 -1.74 -0.61
N 2.74 -2.61 -3.27 -0.36
C 2.22 -2.97 -4.49 -0.06
C 0.89 -2.73 -4.47 -0.06
N 0.57 -2.24 -3.23 -0.53
B -0.67 -1.46 -2.83 0.59
N -0.94 -0.27 -3.78 -0.51
C -1.85 -0.26 -4.79 -0.06
C -2.04 1.02 -5.19 -0.07
N -1.24 1.82 -4.41 -0.35
C -0.58 1.01 -3.56 0.32
S 0.65 1.53 -2.47 -0.36
C -1.23 3.29 -4.45 0.15
C 0.17 3.78 -4.83 -0.62
C -1.66 3.82 -3.07 -0.62
C -2.22 3.80 -5.49 -0.62
N -1.96 -2.21 -2.55 -0.54
C -2.38 -3.47 -2.86 -0.06
C -3.49 -3.73 -2.13 -0.08
N -3.77 -2.62 -1.36 -0.37
C -2.81 -1.70 -1.61 0.29
S -2.63 -0.17 -0.94 -0.33
C -4.87 -2.59 -0.38 0.14
C -6.08 -3.32 -0.98 -0.62
C -5.29 -1.16 -0.04 -0.62
C -4.41 -3.29 0.91 -0.61
C 1.71 -2.19 -2.50 0.33
S 1.79 -1.82 -0.83 -0.36
H 5.78 -4.05 -3.06 0.23
H 4.50 -4.44 -4.20 0.21
H 4.23 -4.66 -2.47 0.22
H 5.83 -1.53 -4.03 0.23
H 4.28 -0.70 -4.13 0.22
H 4.62 -2.08 -5.18 0.21
H 5.72 -2.03 -1.70 0.22
H 4.27 -2.66 -0.92 0.22
H 4.28 -1.02 -1.59 0.23
H 2.82 -3.36 -5.28 0.23
H 0.15 -2.86 -5.23 0.23
H -0.39 -1.01 -1.78 -0.07
H -2.30 -1.17 -5.15 0.23
H -2.69 1.39 -5.95 0.24
H 0.92 3.45 -4.12 0.24
H 0.17 4.87 -4.86 0.22
H 0.44 3.41 -5.82 0.21
H -0.89 3.66 -2.33 0.23
H -2.57 3.32 -2.75 0.22
H -1.85 4.88 -3.14 0.22
H -1.95 3.48 -6.49 0.22
H -2.22 4.88 -5.48 0.23
H -3.23 3.47 -5.26 0.22
H -1.85 -4.09 -3.55 0.23
H -4.09 -4.61 -2.12 0.23
H -6.29 -2.95 -1.98 0.22
H -6.95 -3.14 -0.36 0.23
H -5.94 -4.40 -1.03 0.21
H -5.44 -0.58 -0.95 0.23
H -4.54 -0.67 0.56 0.24
H -6.22 -1.18 0.52 0.21
H -4.13 -4.32 0.72 0.21
H -5.23 -3.28 1.63 0.22
H -3.56 -2.76 1.34 0.21
Cl -4.38 3.41 3.02 0.05
C -3.45 1.98 2.86 -0.07
C -3.74 0.85 3.62 -0.20
C -2.94 -0.27 3.46 -0.20
C -1.89 -0.22 2.56 0.01
N -1.61 0.86 1.85 -0.46
C -2.37 1.94 1.98 0.03
H -4.56 0.87 4.32 0.24
H -3.13 -1.17 4.03 0.22
H -1.25 -1.08 2.38 0.20
H -2.11 2.78 1.36 0.22
```

Calculated values
Net charge = +1
Energy above the lowest of the compared OMol25 structures with the same formula, charge and spin = 144.73 kJ/mol
Lowest unoccupied orbital energy = -2.772 eV


A 10-piece molecular cluster, C40H48IN9O4 overall at a distorted geometry. Source: the Open Molecules 2025 dataset; level of theory: ωB97M-V/def2-TZVPD.

Structure (XYZ):
```
102
Properties=species:S:1:pos:R:3:lowdin_charge:R:1
C 2.89 1.18 1.14 -0.12
C 3.91 0.72 -0.01 -0.30
C 3.32 0.76 -1.51 -0.64
I 4.39 -0.76 -2.70 0.79
C 1.74 0.57 -1.61 -0.17
C 0.90 1.80 -2.13 0.02
C -0.67 1.73 -2.32 0.00
C -1.44 0.41 -1.99 -0.11
C -3.03 0.41 -2.26 -0.17
C -3.79 1.64 -1.55 -0.18
C -5.35 1.22 -1.38 -0.17
C -5.57 0.02 -0.35 -0.21
O -6.86 0.15 0.35 -0.10
C -6.72 -0.77 1.46 -0.25
O -6.49 -0.40 2.62 0.06
C -0.62 -0.79 -1.47 0.01
C 0.94 -0.71 -1.29 0.00
C 1.68 -2.02 -0.80 -0.30
O 2.65 -2.08 0.00 0.02
C 1.09 -3.41 -1.37 -0.04
C 2.08 -4.53 -1.75 0.01
C 1.46 -5.84 -2.33 -0.05
C -0.09 -5.96 -2.52 -0.06
C -1.08 -4.81 -2.12 0.00
C -0.47 -3.51 -1.54 -0.04
C -1.32 -2.20 -1.11 -0.24
O -2.45 -2.31 -0.56 0.01
H 2.03 1.84 0.79 0.04
H 2.55 0.26 1.74 0.08
H 3.50 1.82 1.88 0.08
H 4.79 1.48 0.00 0.11
H 4.39 -0.30 0.15 0.06
H 3.56 1.76 -2.03 0.02
H 1.45 2.76 -2.41 0.10
H -1.21 2.66 -2.73 0.10
H -3.15 0.58 -3.39 0.13
H -3.52 -0.61 -2.06 0.10
H -3.34 1.98 -0.56 0.10
H -3.79 2.50 -2.31 0.11
H -5.94 2.13 -0.99 0.12
H -5.80 0.97 -2.41 0.12
H -5.60 -0.97 -0.96 0.13
H -4.67 -0.06 0.35 0.13
H -6.85 -1.89 1.23 0.15
H 3.19 -4.36 -1.62 0.11
H 2.09 -6.73 -2.67 0.09
H -0.50 -6.94 -2.97 0.04
H -2.21 -4.89 -2.26 0.10
C -2.66 -9.45 -1.18 -0.06
C -1.54 -9.24 -2.15 -0.23
N -0.65 -9.08 -2.91 0.11
H -2.29 -9.42 -0.16 0.08
H -3.41 -8.66 -1.32 0.06
H -3.13 -10.42 -1.36 0.08
C 6.48 2.53 -4.68 -0.08
C 5.34 3.02 -3.84 -0.23
N 4.44 3.41 -3.18 0.11
H 6.50 3.06 -5.63 0.08
H 7.43 2.70 -4.15 0.01
H 6.37 1.46 -4.87 0.07
C -2.53 2.03 2.64 -0.07
C -1.40 2.21 1.67 -0.22
N -0.50 2.35 0.91 0.15
H -2.16 2.06 3.66 0.04
H -3.26 2.83 2.50 0.08
H -3.02 1.07 2.46 0.07
C -3.39 3.74 6.69 -0.07
C -2.26 3.92 5.72 -0.25
N -1.36 4.06 4.96 0.13
H -3.01 3.77 7.71 0.07
H -4.12 4.54 6.55 0.08
H -3.88 2.78 6.52 0.08
C 2.04 -4.37 -5.86 -0.07
C 3.46 -3.89 -5.76 -0.26
N 4.57 -3.51 -5.68 0.11
H 1.37 -3.64 -5.41 0.08
H 1.77 -4.51 -6.91 0.07
H 1.93 -5.32 -5.33 0.06
C -6.38 -4.45 -0.36 -0.07
C -5.84 -5.83 -0.13 -0.24
N -5.40 -6.90 0.06 0.11
H -5.65 -3.71 -0.03 0.06
H -6.58 -4.31 -1.43 0.08
H -7.31 -4.31 0.20 0.08
C 9.28 5.84 -4.09 -0.06
C 9.32 4.34 -4.05 -0.22
N 9.35 3.16 -4.02 0.12
H 8.81 6.18 -5.02 0.08
H 8.71 6.22 -3.25 0.08
H 10.30 6.24 -4.04 0.08
C 0.79 7.09 6.65 -0.08
C -0.36 6.68 7.52 -0.25
N -1.27 6.36 8.20 0.10
H 1.39 6.21 6.40 0.04
H 0.42 7.54 5.73 0.08
H 1.41 7.81 7.18 0.08
C 1.34 3.26 9.51 -0.06
C 2.16 4.12 8.59 -0.23
N 2.80 4.80 7.86 0.12
H 0.66 3.89 10.09 0.08
H 0.76 2.55 8.93 0.08
H 2.00 2.72 10.19 0.08
```

Calculated values
Net charge = 0
Lowest unoccupied orbital energy = -0.804 eV
SMILES string = CC[C@@H](I)c1ccc(CCCCOC=O)c2c1C(=O)c1ccccc1C2=O.CC#N.CC#N.CC#N.CC#N.CC#N.CC#N.CC#N.CC#N.CC#N


| no. | E_tot (Ha) |
| --- | --- |
| 1 | -4090.15546 |
| 2 | -2643.99141 |